Entry 1:
This record from the OMol25 dataset describes the molecule C3H9NOSi2 in a non-equilibrium geometry. The level of theory is ωB97M-V with the def2-TZVPD basis set.

Geometry as ORCA input:
```
! RIJCOSX wB97M-V def2-TZVPD def2/J DEFGRID3
* xyz 0 1
O -0.064 2.290 0.081
C -0.070 1.076 0.213
C 1.021 0.103 0.609
Si 2.449 0.225 -0.554
C -0.138 -0.994 0.548
N -1.021 0.063 -0.013
Si -2.672 -0.166 -0.382
H 1.298 0.394 1.611
H 3.161 1.487 -0.109
H 2.346 0.178 -1.986
H 3.191 -0.898 -0.039
H -0.093 -1.848 -0.182
H -0.318 -1.253 1.518
H -3.093 0.653 -1.506
H -3.366 0.249 0.972
H -2.632 -1.559 -0.782
*
```

Summary:
E_HOMO	-9.83	eV
LUMO energy	0.7020	eV
structure (SMILES)	O=C1[C@H]([SiH3])CN1[SiH3]
Kohn-Sham gap	10.529	eV

***

Entry 2:
This record from the OMol25 dataset describes the molecule C3H9NS in a non-equilibrium geometry. The level of theory is ωB97M-V with the def2-TZVPD basis set.

Geometry as ORCA input:
```
! RIJCOSX wB97M-V def2-TZVPD def2/J DEFGRID3
* xyz 0 1
C -1.624 -0.363 0.224
C -0.538 -0.745 -0.808
C 1.417 1.326 0.100
N 2.098 -1.015 0.916
S 1.540 -0.410 -0.434
H -2.444 -0.978 -0.047
H -1.324 -0.600 1.164
H -0.510 -0.144 -1.824
H -0.292 -1.828 -1.051
H -2.070 0.677 0.309
H 0.492 1.616 0.429
H 2.201 1.530 0.916
H 1.490 1.971 -0.720
H 2.583 -1.898 0.804
*
```

Summary:
E_HOMO	-7.82	eV
LUMO energy	0.8731	eV
Kohn-Sham gap	8.692	eV

***

Entry 3:
This record from the OMol25 dataset describes a cluster of 4 separate species, C3H9NS in total in a non-equilibrium geometry. The level of theory is ωB97M-V with the def2-TZVPD basis set.

Geometry as ORCA input:
```
! RIJCOSX wB97M-V def2-TZVPD def2/J DEFGRID3
* xyz 0 1
C -0.197 2.065 -0.155
C 0.295 -0.159 0.424
C -0.246 -1.604 0.408
H 0.944 1.799 1.094
H -1.490 3.134 0.349
H 0.478 2.427 -1.518
H -0.701 0.660 -1.429
H 1.495 -0.205 0.266
H -0.002 -0.095 1.671
H 0.276 -2.156 1.451
H -1.263 -1.359 0.815
H 1.143 -2.573 -1.668
N -0.539 0.677 -0.442
S -0.194 -2.612 -1.268
*
```

Summary:
E_HOMO	-8.80	eV
LUMO energy	-0.1586	eV
Kohn-Sham gap	8.637	eV

***

Entry 4:
This record from the OMol25 dataset describes the molecule C3H9NS in a non-equilibrium geometry. The level of theory is ωB97M-V with the def2-TZVPD basis set.

Geometry as ORCA input:
```
! RIJCOSX wB97M-V def2-TZVPD def2/J DEFGRID3
* xyz 0 1
N -2.140 -0.200 -0.568
C -0.887 -0.674 0.105
C 0.240 0.393 0.063
C 1.614 -0.137 -0.106
S 2.856 1.131 0.127
H -2.726 0.588 -0.327
H -2.712 -1.031 -0.287
H -0.635 -1.522 -0.577
H -1.003 -1.168 1.119
H 0.127 1.092 0.856
H -0.031 1.065 -0.836
H 1.739 -0.796 0.682
H 1.569 -0.612 -1.156
H 1.987 1.873 0.906
*
```

Summary:
E_HOMO	-9.05	eV
LUMO energy	1.0332	eV
structure (SMILES)	NCCCS
Kohn-Sham gap	10.079	eV

***

Entry 5:
This record from the OMol25 dataset describes a cluster of 2 separate species, C3H9NS in total in a non-equilibrium geometry. The level of theory is ωB97M-V with the def2-TZVPD basis set.

Geometry as ORCA input:
```
! RIJCOSX wB97M-V def2-TZVPD def2/J DEFGRID3
* xyz 1 2
C -0.493 2.420 -2.978
N -0.187 2.308 -1.717
H 0.280 2.348 -3.717
H -1.471 2.265 -3.394
H -0.970 2.172 -1.099
H 0.742 2.251 -1.319
C 0.072 -2.438 1.454
C 0.381 -1.151 2.246
S 0.491 0.349 1.169
H -0.896 -2.898 1.227
H 0.672 -3.332 1.800
H 0.584 -2.272 0.494
H 1.278 -1.054 2.886
H -0.483 -0.967 2.949
*
```

Summary:
expectation value of S²	0.753
E_HOMO (spin up / spin down)	-12.70 / -12.29	eV
LUMO energy (spin up / spin down)	-6.0488 / -6.0506	eV
Kohn-Sham gap (spin up / spin down)	6.647 / 6.235	eV

***

Entry 6:
This record from the OMol25 dataset describes the molecule C3H9NS2 in a non-equilibrium geometry. The level of theory is ωB97M-V with the def2-TZVPD basis set.

Geometry as ORCA input:
```
! RIJCOSX wB97M-V def2-TZVPD def2/J DEFGRID3
* xyz 0 1
C 1.253 -2.479 1.775
N 0.005 -1.939 1.315
C -0.050 -0.507 1.085
C 0.900 0.028 0.012
S 0.018 0.513 -1.525
S -1.047 2.119 -0.740
H 1.563 -1.999 2.702
H 2.068 -2.496 1.036
H 1.149 -3.544 2.021
H -0.414 -2.429 0.540
H -1.068 -0.298 0.813
H 0.001 0.001 2.049
H 1.592 -0.758 -0.288
H 1.462 0.914 0.307
H -2.279 1.610 -0.801
*
```

Summary:
E_HOMO	-8.58	eV
LUMO energy	0.4855	eV
structure (SMILES)	CNCCSS
Kohn-Sham gap	9.066	eV

***

Entry 7:
This record from the OMol25 dataset describes a cluster of 2 separate species, C3H9NS2 in total in a non-equilibrium geometry. The level of theory is ωB97M-V with the def2-TZVPD basis set.

Geometry as ORCA input:
```
! RIJCOSX wB97M-V def2-TZVPD def2/J DEFGRID3
* xyz 0 1
C 2.653 -2.632 1.498
C 2.562 -1.321 1.323
N 1.332 -0.668 1.178
H 1.772 -3.276 1.520
H 3.547 -3.195 1.679
H 3.415 -0.671 1.241
H 0.627 -1.286 0.796
H 1.313 0.266 0.810
C -1.832 1.552 -2.090
S -2.820 2.948 -1.566
S -3.353 2.482 0.309
H -1.263 1.851 -2.968
H -2.396 0.659 -2.348
H -1.017 1.337 -1.394
H -4.541 1.954 0.010
*
```

Summary:
E_HOMO	-8.32	eV
LUMO energy	0.6656	eV
structure (SMILES)	C=CN.CSS
Kohn-Sham gap	8.982	eV

***

Entry 8:
This record from the OMol25 dataset describes a structure of composition C3H9NS2 in a non-equilibrium geometry. The level of theory is ωB97M-V with the def2-TZVPD basis set.

Geometry as ORCA input:
```
! RIJCOSX wB97M-V def2-TZVPD def2/J DEFGRID3
* xyz 0 1
C -1.138 -0.857 0.171
C 0.163 -0.474 -0.565
C 1.117 0.360 0.263
H -2.366 0.126 1.588
H -1.521 1.493 0.520
H -1.238 -1.853 0.842
H -2.045 -0.884 -0.710
H 0.049 0.191 -1.461
H 2.578 -1.725 -1.040
H 1.055 0.048 1.264
H 2.136 0.517 -0.169
H 1.233 2.731 -0.927
N -1.483 0.402 1.036
S 0.920 -2.231 -0.962
S 0.538 2.155 0.151
*
```

Summary:
E_HOMO	-9.00	eV
LUMO energy	0.1467	eV
Kohn-Sham gap	9.150	eV

***

Entry 9:
This record from the OMol25 dataset describes the molecule C3H9NS2 in a non-equilibrium geometry. The level of theory is ωB97M-V with the def2-TZVPD basis set.

Geometry as ORCA input:
```
! RIJCOSX wB97M-V def2-TZVPD def2/J DEFGRID3
* xyz 0 1
C -2.240 1.901 -0.557
S -1.072 1.223 0.598
S 0.487 0.762 -1.136
C 0.486 -0.954 -0.618
C 0.970 -1.389 0.790
N 2.199 -0.706 1.215
H -1.898 2.784 -1.087
H -2.484 1.157 -1.324
H -3.238 1.970 -0.107
H 1.243 -1.454 -1.236
H -0.537 -1.296 -0.701
H 1.142 -2.467 0.775
H 0.230 -1.218 1.591
H 1.982 0.260 1.445
H 2.730 -0.574 0.352
*
```

Summary:
E_HOMO	-8.89	eV
LUMO energy	-0.6342	eV
structure (SMILES)	CSSCCN
Kohn-Sham gap	8.255	eV

***

Entry 10:
This record from the OMol25 dataset describes the molecule C3H9NS2 in a non-equilibrium geometry. The level of theory is ωB97M-V with the def2-TZVPD basis set.

Geometry as ORCA input:
```
! RIJCOSX wB97M-V def2-TZVPD def2/J DEFGRID3
* xyz 0 1
C 1.736 -0.394 -0.980
C 0.178 0.139 -0.974
N 0.191 1.555 -0.479
C -0.593 -0.981 -0.222
S -1.069 -0.198 1.342
S -1.960 0.943 3.079
H 2.060 0.326 -1.680
H 1.726 -1.468 -1.395
H 2.023 -0.251 0.015
H 0.084 -0.060 -2.032
H 0.599 1.679 0.486
H -0.703 1.684 -0.087
H 0.050 -1.829 0.073
H -1.601 -1.044 -0.705
H -2.721 -0.103 3.559
*
```

Summary:
E_HOMO	-8.34	eV
LUMO energy	-2.2441	eV
structure (SMILES)	C[C@H](N)CSS
Kohn-Sham gap	6.101	eV

***

Entry 11:
This record from the OMol25 dataset describes a cluster of 2 separate species, C3H9O2 in total in a non-equilibrium geometry. The level of theory is ωB97M-V with the def2-TZVPD basis set.

Geometry as ORCA input:
```
! RIJCOSX wB97M-V def2-TZVPD def2/J DEFGRID3
* xyz -1 1
C 0.153 0.142 0.031
O 0.003 -0.363 -1.202
C 1.429 0.533 0.845
C 1.025 1.316 2.063
H -0.526 -0.346 0.786
H -0.324 1.178 0.058
H 2.023 1.179 0.179
H 2.126 -0.283 1.076
H 1.881 1.553 2.715
H 0.359 0.769 2.738
H 0.616 2.317 1.907
H -1.340 -1.199 -1.453
H -2.709 -0.819 -1.859
O -2.229 -1.639 -1.692
*
```

Summary:
E_HOMO	-2.84	eV
LUMO energy	4.1502	eV
Kohn-Sham gap	6.986	eV

***

Entry 12:
This record from the OMol25 dataset describes a cluster of 2 separate species, C3H9O2P in total in a non-equilibrium geometry. The level of theory is ωB97M-V with the def2-TZVPD basis set.

Geometry as ORCA input:
```
! RIJCOSX wB97M-V def2-TZVPD def2/J DEFGRID3
* xyz 0 1
C 0.885 1.285 0.296
C 0.225 -0.044 0.788
C -0.267 0.276 2.175
O -0.948 -0.338 -0.122
H 0.508 1.626 -0.658
H 0.398 1.983 1.011
H 1.916 1.217 0.330
H 0.701 -1.003 0.609
H 0.566 0.734 2.676
H -0.644 -0.528 2.813
H -1.082 1.011 2.023
H -1.578 0.357 0.104
O -0.667 -2.007 -5.095
P -0.592 -2.661 -3.818
H 0.579 -1.909 -3.133
*
```

Summary:
E_HOMO	-9.46	eV
LUMO energy	-0.6765	eV
structure (SMILES)	CC(C)O.O=P
Kohn-Sham gap	8.787	eV

***

Entry 13:
This record from the OMol25 dataset describes a cluster of 2 separate species, C3H9O2S in total in a non-equilibrium geometry. The level of theory is ωB97M-V with the def2-TZVPD basis set.

Geometry as ORCA input:
```
! RIJCOSX wB97M-V def2-TZVPD def2/J DEFGRID3
* xyz -1 1
C -0.971 -0.249 0.983
O -0.392 -1.319 0.355
C -0.788 1.080 0.213
C 0.522 1.081 -0.583
S 2.022 0.922 0.400
H -0.522 -0.066 1.974
H -2.039 -0.491 1.146
H -1.603 1.296 -0.477
H -0.709 1.931 0.887
H 0.524 1.922 -1.288
H 0.563 0.203 -1.228
H 1.877 2.002 1.186
H -2.219 -2.823 -1.418
H -1.240 -1.775 -0.790
O -1.817 -1.980 -1.641
*
```

Summary:
E_HOMO	-3.25	eV
LUMO energy	3.4064	eV
Kohn-Sham gap	6.655	eV

***

Entry 14:
This record from the OMol25 dataset describes a cluster of 2 separate species, C3H9O3P in total in a non-equilibrium geometry. The level of theory is ωB97M-V with the def2-TZVPD basis set.

Geometry as ORCA input:
```
! RIJCOSX wB97M-V def2-TZVPD def2/J DEFGRID3
* xyz 0 1
C 1.612 2.321 0.293
C 1.251 -1.751 0.437
C -2.799 -0.094 -1.113
O 2.237 0.215 2.261
O 1.119 -0.380 0.012
O -1.841 -0.394 -0.251
P 1.786 0.751 0.947
H 1.468 2.519 -0.724
H 2.005 3.237 0.841
H 2.086 -1.973 1.040
H 1.394 -2.537 -0.381
H 0.289 -2.019 0.844
H -2.454 -0.406 -2.075
H -3.089 0.910 -1.155
H -3.695 -0.742 -0.982
H -1.367 0.343 0.006
*
```

Summary:
E_HOMO	-9.20	eV
LUMO energy	0.2982	eV
Kohn-Sham gap	9.494	eV

***

Entry 15:
This record from the OMol25 dataset describes a cluster of 2 separate species, C3H9O3P in total in a non-equilibrium geometry. The level of theory is ωB97M-V with the def2-TZVPD basis set.

Geometry as ORCA input:
```
! RIJCOSX wB97M-V def2-TZVPD def2/J DEFGRID3
* xyz 0 1
C -1.407 1.595 0.855
C -1.178 -2.207 -0.717
C 2.081 1.211 -0.046
O -1.519 0.462 -1.734
O -1.446 -1.133 0.275
O 1.296 0.050 0.132
P -1.492 0.329 -0.290
H -1.926 1.504 1.866
H -1.669 2.449 0.379
H -0.322 -1.956 -1.365
H -2.146 -2.412 -1.300
H -1.001 -3.047 -0.144
H 2.933 1.280 0.667
H 1.400 2.122 0.058
H 2.467 1.347 -1.085
H 0.660 0.357 0.948
*
```

Summary:
E_HOMO	-9.08	eV
LUMO energy	0.5769	eV
Kohn-Sham gap	9.653	eV

***

Entry 16:
This record from the OMol25 dataset describes a cluster of 2 separate species, C3H9OS in total in a non-equilibrium geometry. The level of theory is ωB97M-V with the def2-TZVPD basis set.

Geometry as ORCA input:
```
! RIJCOSX wB97M-V def2-TZVPD def2/J DEFGRID3
* xyz -1 1
C 0.964 1.672 0.366
C 0.049 1.450 -0.857
C -1.287 0.725 -0.539
S -1.123 -1.085 -0.084
H 0.793 2.588 0.937
H 1.969 1.781 -0.079
H 0.858 0.774 1.045
H -0.104 2.403 -1.361
H 0.583 0.826 -1.615
H -1.917 0.836 -1.405
H -1.703 1.296 0.310
H 1.112 -1.455 1.348
H 1.869 -1.461 0.113
O 2.041 -1.626 1.051
*
```

Summary:
E_HOMO	-2.71	eV
LUMO energy	4.2281	eV
Kohn-Sham gap	6.943	eV

***

Entry 17:
This record from the OMol25 dataset describes a cluster of 2 separate species, C3H9OS in total in a non-equilibrium geometry. The level of theory is ωB97M-V with the def2-TZVPD basis set.

Geometry as ORCA input:
```
! RIJCOSX wB97M-V def2-TZVPD def2/J DEFGRID3
* xyz -1 1
C -2.352 0.145 -1.467
O -1.574 1.082 -0.771
H -3.130 -0.272 -0.815
H -1.768 -0.765 -1.675
H -2.793 0.692 -2.293
C 2.057 -0.625 0.410
C 1.217 0.294 1.283
S -0.459 -0.369 1.633
H 2.022 -1.659 0.739
H 1.807 -0.507 -0.650
H 3.113 -0.320 0.449
H 1.143 1.332 0.960
H 1.716 0.315 2.263
H -1.000 0.655 -0.066
*
```

Summary:
E_HOMO	-2.69	eV
LUMO energy	4.1518	eV
Kohn-Sham gap	6.839	eV

***

Entry 18:
This record from the OMol25 dataset describes a cluster of 2 separate species, C3H9OS in total in a non-equilibrium geometry. The level of theory is ωB97M-V with the def2-TZVPD basis set.

Geometry as ORCA input:
```
! RIJCOSX wB97M-V def2-TZVPD def2/J DEFGRID3
* xyz -1 1
C 0.303 -1.624 1.498
O -0.840 -1.789 0.880
H 0.529 -0.821 2.254
H 0.731 -2.551 1.960
H 1.254 -1.292 0.792
C -0.713 -0.238 -1.641
S 0.099 1.352 -1.776
C 0.246 1.996 -0.094
H -1.747 0.045 -1.804
H -0.555 -0.531 -0.561
H -0.259 -1.072 -2.163
H 0.630 3.027 -0.231
H -0.727 1.984 0.409
H 1.047 1.515 0.479
*
```

Summary:
E_HOMO	-2.48	eV
LUMO energy	3.4676	eV
Kohn-Sham gap	5.948	eV

***

Entry 19:
This record from the OMol25 dataset describes a cluster of 2 separate species, C3H9OS in total in a non-equilibrium geometry. The level of theory is ωB97M-V with the def2-TZVPD basis set.

Geometry as ORCA input:
```
! RIJCOSX wB97M-V def2-TZVPD def2/J DEFGRID3
* xyz -1 1
C 0.759 0.999 0.982
C 0.028 -0.342 1.157
C -1.143 -0.690 0.216
S -0.627 -2.048 -0.990
H 0.892 1.583 1.911
H 1.557 0.955 0.248
H -0.079 1.636 0.555
H -0.321 -0.459 2.212
H 0.818 -1.150 1.067
H -1.889 -1.108 0.943
H -1.435 0.224 -0.255
H 0.301 -0.636 -2.520
H 0.328 0.909 -2.632
O 0.811 0.126 -2.893
*
```

Summary:
E_HOMO	-2.64	eV
LUMO energy	4.0622	eV
Kohn-Sham gap	6.700	eV

***

Entry 20:
This record from the OMol25 dataset describes a cluster of 2 separate species, C3H9OS in total in a non-equilibrium geometry. The level of theory is ωB97M-V with the def2-TZVPD basis set.

Geometry as ORCA input:
```
! RIJCOSX wB97M-V def2-TZVPD def2/J DEFGRID3
* xyz -1 1
C 1.381 -1.378 0.961
O 1.620 -1.058 -0.317
H 0.524 -2.069 1.137
H 2.247 -1.855 1.483
H 1.080 -0.520 1.637
C 0.312 1.442 -1.075
S -1.475 1.705 -0.844
C -1.871 0.098 -0.049
H 0.650 1.733 -2.059
H 0.548 0.389 -0.865
H 0.806 2.033 -0.306
H -2.923 -0.025 -0.120
H -1.316 -0.668 -0.574
H -1.583 0.174 0.992
*
```

Summary:
E_HOMO	-2.48	eV
LUMO energy	3.4687	eV
Kohn-Sham gap	5.946	eV

***

DFT total energy / eV: -22548.27542, -15579.08167, -15572.38295, -15581.06409, -15572.63156, -26417.07116, -26416.67038, -26413.71072, -26416.50817, -26412.64022, -7351.67966, -16638.70894, -18187.42103, -18686.29825, -18686.50303, -16140.65365, -16140.09745, -16138.35419, -16140.19287, -16138.89056
Energy above the lowest of the compared OMol25 structures with the same formula, charge and spin / kcal per mole: 0.0, 74.9, 229.4, 29.2, 22.7, 14.0, 23.2, 91.5, 26.9, 116.1, 10.4, 53.3, 11.6, 55.7, 51.0, 9.3, 22.1, 62.3, 19.9, 49.9